(1)
Computed, not measured: an isolated molecule of C16H24N2O4S in a non-equilibrium geometry, with ωB97M-V with the def2-TZVPD basis set.

Each line ends with the Löwdin charge.
Atoms and positions in Å:
C  -7.1405  -0.8387  0.7705  -0.079
O  -6.2781  -0.9452  -0.3397  -0.072
C  -5.0621  -0.3554  -0.2849  -0.266
C  -4.5697  0.3560  0.8087  -0.001
C  -3.3049  0.9165  0.7499  -0.055
C  -2.5384  0.7754  -0.3883  -0.279
S  -0.8775  1.4303  -0.4107  0.663
O  -0.4851  1.6922  -1.7666  -0.289
O  -0.7708  2.4865  0.5506  -0.278
N  0.0969  0.1830  0.1285  -0.284
C  -0.1137  -0.1910  1.5049  -0.078
C  0.2792  -0.9178  -0.7910  -0.116
C  1.6758  -1.5190  -0.5918  -0.450
O  1.7945  -2.6360  -0.1150  0.054
N  2.7331  -0.7637  -0.9318  -0.050
C  2.6829  0.5509  -1.5335  -0.143
C  3.5701  1.5724  -0.8067  -0.161
C  3.5911  1.3827  0.7113  -0.189
C  4.6844  0.4148  1.1696  -0.204
C  4.4059  -1.0511  0.8453  -0.169
C  4.0478  -1.2977  -0.6212  -0.137
C  -3.0147  0.0734  -1.4825  -0.049
C  -4.2716  -0.4885  -1.4331  0.018
H  -6.7067  -1.3024  1.6615  0.097
H  -7.3904  0.2046  0.9849  0.098
H  -8.0452  -1.3753  0.4900  0.095
H  -5.1590  0.4806  1.7028  0.107
H  -2.9096  1.4842  1.5772  0.117
H  0.7330  -0.7824  1.8521  0.094
H  -1.0302  -0.7808  1.6355  0.096
H  -0.1831  0.7276  2.0825  0.087
H  -0.4500  -1.7196  -0.6070  0.136
H  0.1489  -0.5369  -1.8036  0.118
H  1.6609  0.9192  -1.5224  0.079
H  3.0078  0.4716  -2.5800  0.131
H  4.5941  1.5294  -1.1843  0.105
H  3.1772  2.5612  -1.0460  0.113
H  2.6119  1.0409  1.0484  0.102
H  3.7808  2.3505  1.1802  0.109
H  4.8090  0.5065  2.2511  0.107
H  5.6299  0.7122  0.7079  0.109
H  5.2868  -1.6450  1.0969  0.112
H  3.5767  -1.4164  1.4534  0.109
H  4.7803  -0.8431  -1.2887  0.128
H  4.0184  -2.3762  -0.8004  0.123
H  -2.4009  -0.0043  -2.3652  0.116
H  -4.6749  -1.0363  -2.2695  0.123

* SMILES: COc1ccc(S(=O)(=O)N(C)CC(=O)N2CCCCCC2)cc1
* net charge: 0
* LUMO level: 0.6 eV
* ΔE to the lowest compared entry with this formula, charge and spin: 20.4 kcal/mol
* E_HOMO: -9.05 eV
* HOMO-LUMO gap: 9.6 eV

(2)
Computed, not measured: C53H50CoN7OS4Si as an isolated structure in a non-equilibrium geometry, with ωB97M-V with the def2-TZVPD basis set.

Each line ends with the Löwdin charge.
Atoms and positions in Å:
Co  0.9032  1.8163  0.6126  0.270
C  -0.4714  2.4388  6.3162  -0.045
N  1.0008  2.6664  5.8366  -0.161
C  1.5146  3.9835  6.0098  -0.162
C  1.6232  4.6198  4.8376  -0.080
N  1.4214  3.6831  3.7718  -0.069
C  1.3738  2.4362  4.4138  -0.746
S  2.5923  1.2059  3.7631  0.548
C  1.0374  4.0470  2.4735  -0.324
C  -0.0721  4.8530  2.3756  -0.087
C  -0.7979  4.9651  1.2118  -0.130
C  -0.2575  4.4857  -0.0275  -0.061
C  1.0485  3.8499  0.0842  -0.319
N  1.5644  3.4267  1.3940  0.031
H  -1.0871  3.1457  5.7411  0.079
H  -0.4039  2.5763  7.4089  0.067
H  -0.7030  1.3671  6.1393  0.033
H  1.7592  4.3529  7.0021  0.085
H  1.8255  5.6568  4.6841  0.095
H  -0.4932  5.2116  3.3214  0.101
H  -1.6752  5.6438  1.2266  0.089
H  -0.5758  4.9252  -1.0246  0.111
H  -2.4488  2.5804  -3.1136  0.047
N  0.8604  0.5049  -0.5559  -0.345
S  1.9731  0.8324  -1.5757  0.749
N  1.9891  0.2050  -3.0221  -0.435
S  1.6661  -1.4068  -3.6469  1.058
N  0.9492  -2.7365  -3.1608  -0.512
S  -0.0319  -3.1685  -1.9510  1.059
N  -0.0150  1.4026  1.8689  -0.305
C  -0.3801  -4.8829  -2.4390  -0.365
C  0.0489  -5.6839  -1.4286  -0.157
C  -0.4867  -6.9729  -1.3024  -0.109
C  -1.4206  -7.4403  -2.2173  -0.101
C  -1.8804  -6.5933  -3.3117  -0.087
C  -1.3452  -5.3386  -3.4057  -0.091
C  -1.4854  -2.2208  -2.0980  -0.471
C  -2.0951  -1.8042  -0.9473  -0.094
C  -3.4676  -1.7417  -0.8390  -0.075
C  -4.2795  -1.7946  -1.9483  -0.108
C  -3.7064  -2.0857  -3.1662  -0.072
C  -2.2908  -2.3149  -3.2192  -0.142
C  0.7042  -0.4761  -4.9865  -0.259
C  -0.5750  -0.1130  -4.5713  -0.108
C  -1.5373  0.3872  -5.4042  -0.069
C  -1.1517  0.8957  -6.6531  -0.074
C  0.1868  0.7423  -7.0752  -0.060
C  1.1077  0.0699  -6.1954  -0.066
C  3.3888  -2.0053  -4.0751  -0.255
C  3.8436  -3.3398  -4.1838  -0.068
C  4.7820  -3.6307  -5.1134  -0.101
C  5.5597  -2.6311  -5.6937  -0.081
C  5.3637  -1.3240  -5.2652  -0.075
C  4.2816  -1.0213  -4.4463  -0.094
C  3.6936  0.5815  -1.0481  -0.291
C  3.9085  -0.5084  -0.1877  -0.055
C  5.2267  -0.7801  0.2860  -0.051
C  6.2822  0.0682  -0.1353  -0.106
C  6.0847  1.1122  -1.0292  -0.074
C  4.7540  1.3474  -1.5573  -0.046
C  1.9583  2.5872  -2.0798  -0.243
C  2.4479  2.7331  -3.3419  -0.149
C  3.1405  3.8652  -3.8050  -0.081
C  3.2532  4.9354  -2.8772  -0.091
C  2.7417  4.8472  -1.5567  0.002
C  1.8891  3.7147  -1.1734  -0.118
H  0.7517  -5.3760  -0.6443  0.108
H  -0.1895  -7.6790  -0.5181  0.103
H  -1.8388  -8.4612  -2.1158  0.095
H  -2.6716  -6.9995  -4.0031  0.114
H  -1.7730  -4.6414  -4.1439  0.093
H  -1.4546  -1.3575  -0.2058  0.110
H  -3.9460  -1.6600  0.1587  0.122
H  -5.3309  -1.6021  -1.8490  0.094
H  -4.1762  -2.0490  -4.1332  0.093
H  -1.8564  -2.5372  -4.1978  0.098
H  -0.8641  -0.3160  -3.5372  0.102
H  -2.5440  0.4567  -5.0234  0.109
H  -1.8370  1.3984  -7.3047  0.091
H  0.4490  1.1937  -8.0273  0.096
H  2.1706  0.0444  -6.4601  0.105
H  3.3438  -4.1033  -3.5685  0.120
H  5.0417  -4.6564  -5.4477  0.122
H  6.2029  -2.8525  -6.5664  0.115
H  5.9538  -0.4991  -5.6219  0.103
H  4.1638  0.0497  -4.1365  0.119
H  3.1044  -1.1278  0.1776  0.103
H  5.4499  -1.5908  0.9296  0.084
H  7.3231  -0.0304  0.2753  0.110
H  6.8975  1.7780  -1.2979  0.093
H  4.6318  2.2265  -2.1962  0.095
H  2.2176  1.8544  -3.9792  0.086
H  3.5033  3.9279  -4.7963  0.076
H  3.8044  5.8112  -3.1830  0.083
H  2.9206  5.6829  -0.8445  0.122
H  -2.1117  3.2340  -1.7436  -0.008
O  -2.0998  2.4016  -2.1965  -0.070
C  -0.9953  0.0545  4.1445  -0.282
Si  0.5719  0.7249  3.3489  0.189
C  -7.6855  0.8073  8.2240  -0.057
C  -6.8411  -0.5000  8.1281  -0.274
C  -5.7046  -0.5229  7.3230  -0.074
C  -4.7574  -1.4973  7.5444  -0.098
C  -4.9834  -2.6225  8.3117  -0.128
C  -6.2714  -2.8227  8.6290  -0.138
C  -7.1905  -1.7735  8.6015  -0.075
H  -1.4649  -0.7122  3.4376  0.024
H  -1.7917  0.7940  4.3350  0.018
H  -0.7440  -0.5037  5.0908  0.011
H  -6.9107  1.6902  8.2159  0.109
H  -8.3697  0.7302  9.1455  0.087
H  -8.3835  0.8511  7.3736  0.064
H  -5.4149  0.3163  6.6608  0.125
H  -3.7464  -1.3454  7.1355  0.115
H  -4.1683  -3.1249  8.8449  0.115
H  -6.8031  -3.8152  8.8799  0.129
H  -8.1970  -2.0021  8.9025  0.097

* net charge: -1
* LUMO level (alpha / beta): 0.7 / 0.9 eV
* spin multiplicity: 4
* expectation value of S²: 4.148
* E_HOMO (alpha / beta): -1.99 / -1.67 eV
* HOMO-LUMO gap (alpha / beta): 2.7 / 2.6 eV

(3)
Computed, not measured: a 2-piece molecular cluster, C7H14 overall in a non-equilibrium geometry, with ωB97M-V with the def2-TZVPD basis set.

Each line ends with the Löwdin charge.
Atoms and positions in Å:
C  -2.7262  0.2000  0.2604  -0.152
C  -1.7345  1.0820  -0.5190  -0.301
C  -0.6198  0.1678  -0.9000  -0.139
C  0.5483  0.0877  -0.1315  -0.424
C  0.9586  0.8856  0.9965  0.114
C  1.7815  -0.5054  -0.3961  -0.034
C  1.9233  -1.9659  -0.9685  -0.043
H  -2.9967  -0.7807  -0.2233  0.071
H  -2.2189  -0.0946  1.2408  0.082
H  -3.7603  0.6108  0.4668  0.069
H  -1.2860  1.9045  0.0699  0.094
H  -2.3594  1.5777  -1.3042  0.106
H  -1.0678  -0.7661  -1.2645  0.086
H  1.1595  0.7872  5.8697  0.000
H  0.1527  1.1451  1.8208  0.116
H  1.9561  1.1086  1.1492  0.009
H  2.6660  0.1304  -0.5516  0.123
H  1.0577  1.5112  6.0690  0.000
H  2.7657  -2.4652  -0.4839  0.069
H  2.1459  -1.8540  -2.0338  0.083
H  0.9975  -2.5262  -0.8755  0.071

* net charge: 0
* LUMO level: -0.7 eV
* ΔE to the lowest compared entry with this formula, charge and spin: 153.1 kcal/mol
* E_HOMO: -6.55 eV
* HOMO-LUMO gap: 5.9 eV